No. 1
Computed, not measured: a molecular structure, C12H30InN2O4 in a non-equilibrium geometry, with the ωB97M-V functional and the def2-TZVPD basis.

Computed properties:
F_max: 3.26 eV Å⁻¹
LUMO level: -0.5855 hartree
Gap between HOMO and LUMO: 2.52 eV
2S+1: 1
E_tot: -1074.4273 Ha
Net charge: +3

CARTESIAN COORDINATES (ANGSTROEM)
In (-1.676, 17.283, -2.170)
C (-1.621, 13.352, -1.377)
O (-2.468, 14.221, -2.132)
C (-3.885, 13.737, -2.116)
C (-4.846, 14.835, -2.558)
N (-4.524, 16.033, -1.655)
C (-5.306, 17.271, -1.933)
C (-5.103, 18.271, -0.777)
O (-3.722, 18.501, -0.375)
C (-3.556, 18.994, 0.947)
H (-1.915, 13.113, -0.355)
H (-0.685, 13.908, -1.317)
H (-1.291, 12.575, -2.066)
H (-4.170, 13.332, -1.145)
H (-3.905, 12.850, -2.750)
H (-5.917, 14.639, -2.513)
H (-4.654, 15.102, -3.597)
H (-4.864, 15.659, -0.780)
H (-6.307, 16.845, -1.862)
H (-5.163, 17.761, -2.896)
H (-5.600, 17.928, 0.131)
H (-5.665, 19.175, -1.014)
H (-4.025, 19.904, 1.323)
H (-2.507, 19.191, 1.164)
H (-4.022, 18.227, 1.566)
C (-2.433, 16.054, 1.253)
O (-1.300, 16.526, 0.643)
C (-0.297, 17.017, 1.447)
C (1.026, 17.222, 0.799)
N (0.912, 18.005, -0.404)
C (2.213, 18.070, -1.056)
C (3.291, 18.726, -0.255)
O (2.907, 20.021, 0.261)
C (4.108, 20.753, 0.652)
H (-3.362, 16.149, 0.690)
H (-2.683, 16.450, 2.237)
H (-2.306, 14.985, 1.424)
H (-0.045, 16.417, 2.322)
H (-0.563, 18.011, 1.805)
H (1.519, 16.254, 0.714)
H (1.554, 17.819, 1.543)
H (0.879, 18.967, -0.099)
H (1.977, 18.548, -2.007)
H (2.481, 17.028, -1.231)
H (4.040, 18.744, -1.047)
H (3.621, 18.222, 0.653)
H (4.564, 20.224, 1.488)
H (3.871, 21.810, 0.781)
H (4.848, 20.877, -0.138)



No. 2
Computed, not measured: a molecular structure, C12H30N2O4Rb in a non-equilibrium geometry, with the ωB97M-V functional and the def2-TZVPD basis.

Computed properties:
F_max: 3.11 eV Å⁻¹
LUMO level: -0.1252 hartree
Gap between HOMO and LUMO: 7.27 eV
2S+1: 1
E_tot: -909.4033 Ha
Net charge: +1

CARTESIAN COORDINATES (ANGSTROEM)
Rb (-2.376, -2.814, -0.595)
C (0.527, -1.521, -2.527)
O (-0.650, -0.946, -2.854)
C (-0.623, 0.411, -3.230)
C (-1.548, 1.274, -2.303)
N (-2.977, 0.991, -2.145)
C (-3.837, 1.175, -3.305)
C (-5.418, 0.909, -3.143)
O (-5.775, -0.553, -3.091)
C (-7.163, -0.721, -2.731)
H (1.230, -1.606, -3.356)
H (0.229, -2.459, -2.058)
H (0.977, -0.957, -1.710)
H (-0.946, 0.467, -4.270)
H (0.373, 0.837, -3.114)
H (-1.297, 2.332, -2.240)
H (-1.198, 1.013, -1.304)
H (-3.339, 1.656, -1.477)
H (-3.536, 0.592, -4.175)
H (-3.745, 2.209, -3.638)
H (-5.988, 1.296, -3.988)
H (-5.869, 1.412, -2.287)
H (-7.533, -0.286, -1.803)
H (-7.522, -1.743, -2.847)
H (-7.682, -0.082, -3.446)
C (2.239, -3.157, 3.054)
O (1.175, -2.239, 2.997)
C (1.109, -1.282, 4.095)
C (2.429, -0.308, 4.139)
N (2.690, 0.438, 2.920)
C (3.454, 1.630, 3.148)
C (3.731, 2.288, 1.770)
O (4.012, 1.387, 0.723)
C (5.263, 0.668, 0.970)
H (2.530, -3.825, 2.244)
H (2.239, -3.660, 4.022)
H (3.192, -2.642, 2.935)
H (1.139, -1.896, 4.995)
H (0.219, -0.693, 3.874)
H (3.256, -0.934, 4.473)
H (2.347, 0.371, 4.988)
H (3.161, -0.159, 2.256)
H (4.355, 1.300, 3.665)
H (3.047, 2.421, 3.778)
H (4.508, 3.046, 1.880)
H (2.812, 2.807, 1.498)
H (5.977, 1.443, 1.250)
H (5.625, 0.087, 0.122)
H (5.175, 0.020, 1.842)



No. 3
Computed, not measured: a molecular structure, C12H30N2O4Ti in a non-equilibrium geometry, with the ωB97M-V functional and the def2-TZVPD basis.

Computed properties:
⟨S²⟩: 6.007
F_max: 3.65 eV Å⁻¹
LUMO level (spin up / spin down): -0.1845 / -0.4372 hartree
Gap between HOMO and LUMO (spin up / spin down): 5.98 / 4.02 eV
2S+1: 5
E_tot: -1734.3083 Ha
Net charge: +2

CARTESIAN COORDINATES (ANGSTROEM)
Ti (4.437, 5.657, 11.594)
C (1.174, 7.259, 11.909)
O (2.495, 7.389, 12.213)
C (2.606, 7.564, 13.622)
C (3.979, 7.247, 14.145)
N (4.267, 5.779, 13.862)
C (5.665, 5.355, 14.218)
C (6.119, 4.000, 13.557)
O (6.126, 4.116, 12.096)
C (7.039, 3.289, 11.462)
H (0.568, 8.106, 12.233)
H (0.777, 6.300, 12.241)
H (1.209, 7.286, 10.820)
H (1.922, 7.013, 14.268)
H (2.453, 8.626, 13.814)
H (4.122, 7.531, 15.188)
H (4.648, 7.864, 13.544)
H (3.557, 5.390, 14.467)
H (5.765, 5.118, 15.277)
H (6.385, 6.170, 14.290)
H (5.504, 3.189, 13.947)
H (7.120, 3.834, 13.953)
H (6.774, 3.408, 10.411)
H (6.877, 2.232, 11.674)
H (8.093, 3.527, 11.602)
C (2.510, 2.890, 11.731)
O (2.772, 4.164, 11.186)
C (2.526, 4.055, 9.822)
C (3.208, 5.320, 9.107)
N (4.711, 5.232, 9.242)
C (5.468, 6.284, 8.634)
C (6.816, 6.418, 9.273)
O (6.804, 6.917, 10.601)
C (6.904, 8.338, 10.709)
H (2.994, 2.031, 11.267)
H (1.447, 2.902, 11.968)
H (3.069, 2.897, 12.667)
H (1.475, 4.095, 9.537)
H (3.017, 3.134, 9.510)
H (3.112, 6.358, 9.426)
H (2.908, 5.369, 8.060)
H (4.911, 4.392, 8.717)
H (5.096, 7.296, 8.797)
H (5.511, 6.184, 7.549)
H (7.402, 7.044, 8.599)
H (7.310, 5.447, 9.293)
H (6.865, 8.662, 11.749)
H (6.136, 8.729, 10.042)
H (7.853, 8.723, 10.335)



No. 4
Computed, not measured: 5 unconnected molecules or ions with the total composition C12H30O13S3 in a non-equilibrium geometry, with the ωB97M-V functional and the def2-TZVPD basis.

Computed properties:
F_max: 1.87 eV Å⁻¹
LUMO level: 0.0092 hartree
Gap between HOMO and LUMO: 11.33 eV
2S+1: 1
E_tot: -2647.8683 Ha

CARTESIAN COORDINATES (ANGSTROEM)
C (1.618, 0.219, -5.987)
C (1.262, -0.805, -4.941)
O (-0.162, -0.808, -4.709)
S (-0.681, 0.034, -3.431)
C (-0.580, -1.255, -2.190)
O (0.233, 1.123, -3.191)
O (-2.087, 0.249, -3.683)
H (1.184, 0.045, -6.972)
H (2.707, 0.215, -6.112)
H (1.371, 1.243, -5.711)
H (1.642, -1.788, -5.216)
H (1.800, -0.560, -4.021)
H (-0.833, -0.821, -1.224)
H (0.399, -1.719, -2.119)
H (-1.349, -1.947, -2.524)
C (-0.754, 1.669, 3.360)
C (-2.134, 2.333, 3.350)
O (-3.021, 1.505, 2.588)
S (-4.254, 0.784, 3.374)
C (-5.278, 2.179, 3.833)
O (-4.945, -0.020, 2.412)
O (-3.715, 0.162, 4.556)
H (-0.482, 1.684, 2.311)
H (-0.758, 0.681, 3.816)
H (-0.079, 2.252, 3.991)
H (-2.546, 2.639, 4.314)
H (-2.055, 3.250, 2.753)
H (-4.705, 3.014, 4.224)
H (-5.994, 1.863, 4.590)
H (-5.872, 2.475, 2.970)
C (-0.276, -3.922, 1.756)
C (0.925, -4.226, 0.861)
O (2.108, -3.734, 1.447)
S (3.512, -3.983, 0.718)
C (3.412, -2.716, -0.579)
O (4.545, -3.627, 1.645)
O (3.500, -5.313, 0.185)
H (-0.167, -4.449, 2.704)
H (-1.192, -4.245, 1.272)
H (-0.259, -2.853, 1.964)
H (0.981, -5.293, 0.629)
H (0.739, -3.739, -0.108)
H (4.151, -2.982, -1.333)
H (3.701, -1.754, -0.167)
H (2.396, -2.652, -0.951)
O (2.095, 1.986, 1.294)
C (1.464, 2.689, 0.576)
O (1.491, 2.634, -0.750)
C (0.603, 3.645, -1.286)
C (0.445, 4.569, -0.108)
O (0.665, 3.704, 1.003)
H (1.097, 4.028, -2.173)
H (-0.335, 3.157, -1.553)
H (-0.575, 4.942, -0.036)
H (1.113, 5.430, -0.178)
O (1.244, -0.689, 0.665)
H (1.614, 0.189, 0.482)
H (1.069, -0.690, 1.612)



Copy entry 4 word for word.
Computed, not measured: 5 unconnected molecules or ions with the total composition C12H30O13S3 in a non-equilibrium geometry, with the ωB97M-V functional and the def2-TZVPD basis.

Computed properties:
F_max: 1.87 eV Å⁻¹
LUMO level: 0.0092 hartree
Gap between HOMO and LUMO: 11.33 eV
2S+1: 1
E_tot: -2647.8683 Ha

CARTESIAN COORDINATES (ANGSTROEM)
C (1.618, 0.219, -5.987)
C (1.262, -0.805, -4.941)
O (-0.162, -0.808, -4.709)
S (-0.681, 0.034, -3.431)
C (-0.580, -1.255, -2.190)
O (0.233, 1.123, -3.191)
O (-2.087, 0.249, -3.683)
H (1.184, 0.045, -6.972)
H (2.707, 0.215, -6.112)
H (1.371, 1.243, -5.711)
H (1.642, -1.788, -5.216)
H (1.800, -0.560, -4.021)
H (-0.833, -0.821, -1.224)
H (0.399, -1.719, -2.119)
H (-1.349, -1.947, -2.524)
C (-0.754, 1.669, 3.360)
C (-2.134, 2.333, 3.350)
O (-3.021, 1.505, 2.588)
S (-4.254, 0.784, 3.374)
C (-5.278, 2.179, 3.833)
O (-4.945, -0.020, 2.412)
O (-3.715, 0.162, 4.556)
H (-0.482, 1.684, 2.311)
H (-0.758, 0.681, 3.816)
H (-0.079, 2.252, 3.991)
H (-2.546, 2.639, 4.314)
H (-2.055, 3.250, 2.753)
H (-4.705, 3.014, 4.224)
H (-5.994, 1.863, 4.590)
H (-5.872, 2.475, 2.970)
C (-0.276, -3.922, 1.756)
C (0.925, -4.226, 0.861)
O (2.108, -3.734, 1.447)
S (3.512, -3.983, 0.718)
C (3.412, -2.716, -0.579)
O (4.545, -3.627, 1.645)
O (3.500, -5.313, 0.185)
H (-0.167, -4.449, 2.704)
H (-1.192, -4.245, 1.272)
H (-0.259, -2.853, 1.964)
H (0.981, -5.293, 0.629)
H (0.739, -3.739, -0.108)
H (4.151, -2.982, -1.333)
H (3.701, -1.754, -0.167)
H (2.396, -2.652, -0.951)
O (2.095, 1.986, 1.294)
C (1.464, 2.689, 0.576)
O (1.491, 2.634, -0.750)
C (0.603, 3.645, -1.286)
C (0.445, 4.569, -0.108)
O (0.665, 3.704, 1.003)
H (1.097, 4.028, -2.173)
H (-0.335, 3.157, -1.553)
H (-0.575, 4.942, -0.036)
H (1.113, 5.430, -0.178)
O (1.244, -0.689, 0.665)
H (1.614, 0.189, 0.482)
H (1.069, -0.690, 1.612)



F_max of number 1 (C12H30InN2O4)? 3.26 eV Å⁻¹



The highest F_max belongs to which entry? C12H30N2O4Ti



E_tot of number 4 (C12H30O13S3)? -2647.8683 Ha